Entry 1:
ORCA calculation (wB97M-V/def2-TZVPD) on one molecule with the formula C5H12N2 in a non-equilibrium geometry.

Each line ends with the Mulliken charge.
Positions of all 19 atoms, in Å:
N: -2.014278 0.614350 0.262712  -0.63
C: -0.737014 -0.058378 0.147857  0.10
C: -0.305957 -0.152319 -1.316861  -0.95
C: 1.092058 -0.655754 -1.531113  0.00
C: 1.336111 -1.949496 -1.523754  -0.81
C: 0.403202 0.695823 0.959633  -0.71
N: -0.132669 1.347380 2.155859  -0.59
H: -1.886690 1.589733 0.495932  0.26
H: -2.630465 0.194487 0.939464  0.25
H: -0.810679 -1.027787 0.643408  0.35
H: -0.476256 0.837112 -1.737473  0.31
H: -1.059481 -0.771319 -1.807997  0.39
H: 1.924006 0.028902 -1.594907  0.34
H: 0.649609 -2.782490 -1.365417  0.25
H: 2.298382 -2.466577 -1.530509  0.27
H: 0.779000 1.438268 0.255924  0.37
H: 1.106141 -0.074032 1.256789  0.34
H: 0.258133 2.275219 2.278341  0.21
H: 0.206847 0.916878 3.012111  0.25

Forces on the atoms, in the same order (eV/Å):
-0.2 -0.1 -0.8
0.8 0.8 1.3
-0.7 0.0 0.0
-0.5 -0.4 0.2
0.9 -2.0 0.5
-1.4 -0.5 -0.2
0.5 0.5 0.7
-0.1 -0.1 0.2
0.1 0.1 0.2
-0.1 -0.3 -0.4
0.2 0.2 -0.1
0.3 -0.2 -0.1
0.0 0.2 -0.1
-0.9 0.8 -0.2
0.4 1.0 -0.3
0.5 0.0 0.3
0.7 0.2 -0.4
-0.2 0.2 -0.4
-0.3 -0.5 -0.3

Properties
charge	0
multiplicity	1
gap between HOMO and LUMO	0.358	hartree
M	100.16	u
calculated total energy	-8358.5474	eV
structure (SMILES)	C=CC[C@H](N)CN

=====

Entry 2:
ORCA calculation (wB97M-V/def2-TZVPD) on C5H12N2 as an isolated structure in a non-equilibrium geometry.

Each line ends with the Mulliken charge.
Positions of all 19 atoms, in Å:
C: -0.051259 0.451273 0.519513  -0.20
C: -0.072690 0.448849 -0.899886  -0.64
C: -0.482607 2.382353 -1.093881  -1.08
C: -0.849207 -2.588437 0.436511  -1.16
C: 0.282032 -1.610624 0.308362  0.61
N: 0.997306 0.937847 1.260503  -0.40
N: 1.466229 -2.030661 0.356296  -0.70
H: -1.010026 0.558106 1.019377  0.43
H: 1.894062 1.005581 0.800322  0.20
H: 0.823546 1.654921 1.946120  0.22
H: 2.161021 -1.282892 0.285854  0.22
H: -0.948495 0.031618 -1.374079  0.32
H: 0.867587 0.379530 -1.432635  0.29
H: 0.444317 2.924061 -0.913524  0.29
H: -0.801221 2.463578 -2.130868  0.36
H: -1.283626 2.738898 -0.448486  0.33
H: -1.416109 -2.611371 -0.497292  0.26
H: -0.485794 -3.598253 0.640184  0.36
H: -1.535067 -2.254376 1.217609  0.28

Forces on the atoms, in the same order (eV/Å):
0.2 -4.8 0.8
-1.3 6.2 -1.4
0.7 -2.6 -0.9
-0.3 0.3 -0.4
-0.1 1.2 2.3
0.7 0.3 0.0
0.0 0.1 -0.7
0.1 -0.1 -0.1
-0.2 0.2 0.1
0.0 -0.2 -0.1
0.0 0.1 0.3
0.2 -0.4 0.0
0.0 -0.3 0.0
-0.1 0.0 0.0
0.1 0.3 0.0
0.1 -0.4 0.2
-0.1 0.0 0.0
0.0 0.1 0.0
0.0 -0.1 0.0

Properties
charge	0
multiplicity	1
gap between HOMO and LUMO	0.290	hartree
M	100.16	u
calculated total energy	-8355.8828	eV

=====

Entry 3:
ORCA calculation (wB97M-V/def2-TZVPD) on one molecule with the formula C5H12N2 in a non-equilibrium geometry.

Each line ends with the Mulliken charge.
Positions of all 19 atoms, in Å:
C: 0.296938 -1.117414 -0.989657  -0.56
C: -1.932256 0.855479 0.568225  -0.86
C: 0.148035 0.833182 1.869603  -0.94
C: 1.431782 -1.855245 -1.647254  -1.28
N: -0.607050 0.262600 0.759042  -0.15
C: 0.357906 0.257836 -0.728438  0.60
N: 0.994992 1.253921 -1.156837  -0.70
H: 0.966829 2.081352 -0.565907  0.23
H: -0.707149 -1.480003 -1.217349  0.30
H: -0.344779 -0.880780 0.541959  0.52
H: -1.849144 1.909369 0.279506  0.32
H: -2.454638 0.313027 -0.217557  0.27
H: 0.410958 1.878746 1.670866  0.34
H: -0.448077 0.796665 2.781891  0.34
H: -2.508811 0.785701 1.491257  0.35
H: 1.063127 0.258325 2.009599  0.30
H: 1.389316 -1.785477 -2.739862  0.26
H: 2.394801 -1.453243 -1.328424  0.30
H: 1.397218 -2.914039 -1.380663  0.34

Forces on the atoms, in the same order (eV/Å):
0.0 -0.4 0.4
0.0 -0.2 0.1
-0.1 -0.1 -0.2
-0.2 0.2 -0.5
0.8 -0.4 -1.5
0.1 -0.3 0.4
-0.5 0.1 0.5
0.2 0.0 0.1
0.0 0.0 0.2
-0.6 1.3 0.4
0.1 -0.1 0.0
0.0 0.0 0.0
0.0 -0.1 -0.1
0.0 0.0 0.1
-0.1 0.0 0.0
0.0 0.0 0.0
0.2 -0.1 0.0
0.0 0.0 0.0
0.0 0.1 0.0

Properties
charge	0
multiplicity	1
gap between HOMO and LUMO	0.284	hartree
M	100.16	u
calculated total energy	-8356.2426	eV

=====

Entry 4:
ORCA calculation (wB97M-V/def2-TZVPD) on C5H12N2 as an isolated structure in a non-equilibrium geometry.

Each line ends with the Mulliken charge.
Positions of all 19 atoms, in Å:
C: 1.410805 1.645421 1.494269  -0.86
C: -0.225735 -0.445335 -1.914534  -1.20
C: -2.249692 -0.881024 -0.435229  -1.28
N: 0.963306 0.815385 0.397532  -0.17
N: 1.629503 -0.872731 0.387590  -0.55
C: -0.885616 -0.285898 -0.584924  1.09
C: -0.356895 0.504441 0.396278  -0.62
H: 2.637604 -1.036289 0.291053  0.20
H: 1.406466 -1.145688 1.350715  0.25
H: -0.922437 0.642554 1.320673  0.19
H: 2.497301 1.726706 1.457348  0.30
H: 1.002929 2.651261 1.367573  0.33
H: 1.106086 1.268356 2.482571  0.35
H: -0.858986 -0.004262 -2.690462  0.35
H: 0.745888 0.036464 -1.930705  0.33
H: -0.092016 -1.501415 -2.151092  0.30
H: -2.630720 -0.779768 0.579713  0.35
H: -2.226850 -1.938556 -0.697997  0.33
H: -2.950940 -0.399623 -1.120370  0.30

Forces on the atoms, in the same order (eV/Å):
0.4 -0.5 0.2
0.1 -0.2 0.1
0.0 0.2 0.0
2.8 -1.9 -0.8
-1.2 1.8 0.6
-0.1 1.6 0.7
-1.8 -2.0 -0.6
0.1 1.1 0.1
0.0 0.1 -0.2
0.0 0.1 0.0
-0.1 0.0 0.1
-0.1 -0.1 -0.1
0.0 0.0 0.0
-0.1 -0.1 0.0
0.0 0.0 0.0
0.0 0.0 -0.1
0.0 0.0 0.0
0.0 -0.1 0.0
-0.1 0.0 -0.1

Properties
charge	0
multiplicity	1
gap between HOMO and LUMO	0.316	hartree
M	100.16	u
calculated total energy	-8356.7045	eV

=====

Entry 5:
ORCA calculation (wB97M-V/def2-TZVPD) on one molecule with the formula C5H12N2 in a non-equilibrium geometry.

Each line ends with the Mulliken charge.
Positions of all 19 atoms, in Å:
C: -0.007476 -0.712050 -0.297206  -0.65
C: -1.226412 -1.296136 0.359719  -0.62
C: -2.295953 0.195519 0.629995  -0.29
C: -2.619612 0.771362 -0.517153  -0.59
N: 1.252833 -0.933581 0.458322  -0.40
C: 2.341235 -0.231748 -0.146949  -0.48
N: 2.110726 1.230756 -0.180882  -0.53
H: -0.180275 0.363781 -0.289167  0.55
H: 0.194647 -1.058678 -1.300554  0.26
H: -2.037656 -1.709424 -0.228637  0.45
H: -1.250224 -1.336049 1.438220  0.24
H: -2.388740 0.821186 1.517922  0.26
H: -3.072668 1.771262 -0.553195  0.23
H: -2.620035 0.310397 -1.502869  0.24
H: 1.119450 -0.603597 1.408960  0.27
H: 2.564763 -0.603207 -1.149018  0.37
H: 3.270311 -0.380858 0.408591  0.31
H: 2.674564 1.785549 -0.808209  0.19
H: 2.170514 1.615509 0.752116  0.18

Forces on the atoms, in the same order (eV/Å):
1.0 0.6 0.9
-3.3 4.5 1.3
1.9 -1.0 -2.1
-1.5 0.8 -0.1
-0.6 -0.6 -0.2
1.0 1.2 0.2
-0.6 0.0 -0.2
0.3 -0.1 -0.8
-0.3 -0.2 -0.3
0.6 -1.2 0.2
0.7 -1.8 0.1
0.2 -0.7 0.3
0.1 -0.3 0.2
0.5 -0.2 0.2
0.1 -0.1 0.0
-0.4 0.1 -0.1
-0.1 -0.6 0.3
0.2 -0.3 0.0
0.1 0.1 -0.1

Properties
charge	0
multiplicity	1
gap between HOMO and LUMO	0.362	hartree
M	100.16	u
calculated total energy	-8356.4279	eV
structure (SMILES)	C=CCCNCN

=====

Entry 6:
ORCA calculation (wB97M-V/def2-TZVPD) on a 2-piece molecular cluster, C5H12N2 overall in a non-equilibrium geometry.

Each line ends with the Mulliken charge.
Positions of all 19 atoms, in Å:
C: 0.320253 -1.536078 -0.733423  0.38
C: -0.601809 0.690379 1.976380  0.60
C: 0.795821 -1.982834 -2.173589  -1.15
C: -1.136009 1.929545 2.347929  -0.92
C: 0.360563 0.830000 -1.305247  -0.84
N: -0.320572 -0.464136 2.333697  -0.19
N: 0.294311 -0.339025 -0.602191  -0.02
H: 0.145524 -2.377302 -0.063362  0.34
H: 1.429417 -1.247089 -2.683467  0.37
H: 1.292452 -2.967095 -2.047682  0.36
H: -0.162250 -2.026863 -2.846391  0.37
H: -2.070381 2.042522 1.835564  0.34
H: -1.280260 2.192826 3.462213  0.37
H: -0.589715 2.827374 2.199075  0.36
H: 0.625345 0.772374 -2.359536  0.38
H: 0.833050 1.740480 -0.918245  0.33
H: -0.673485 1.019254 -1.389972  0.42
H: -0.533953 -0.788793 3.382220  0.35
H: 0.141882 -1.182654 1.777885  0.16

Forces on the atoms, in the same order (eV/Å):
1.2 -2.4 -2.6
1.0 0.2 -1.0
-1.4 -0.7 -0.9
-1.0 0.9 2.6
-0.7 2.2 -1.0
-0.6 -1.6 3.8
0.8 0.8 2.0
-0.4 0.4 0.4
0.1 -0.2 0.6
-0.4 0.6 -0.3
1.5 -0.3 1.4
-0.8 0.1 -0.3
-0.2 -1.4 -0.9
1.3 0.6 -1.3
0.6 -0.7 -0.2
0.3 -0.8 0.6
-1.6 1.2 -0.3
0.5 0.7 -2.4
-0.1 0.3 0.0

Properties
charge	+2
multiplicity	1
gap between HOMO and LUMO (alpha / beta)	0.354 / 0.261	hartree
M	100.16	u
calculated total energy	-8336.3611	eV